1.
The following is a quantum chemistry calculation of C32H37F3O6SSbSc as an isolated structure, from the Open Molecules 2025 dataset.

CARTESIAN COORDINATES (ANGSTROEM)
Sb 2.138 -1.844 -0.098
Sc -0.169 -0.058 0.293
S -0.167 2.227 -1.112
F 1.466 3.593 0.485
F 0.740 4.637 -1.260
F -0.581 4.294 0.428
O 0.927 1.200 -0.900
O -1.853 -0.666 1.645
O -0.472 2.587 -2.442
O 0.347 1.405 1.935
O -1.266 1.643 -0.263
O 0.597 -1.097 2.464
C 1.336 -0.229 3.339
C -0.695 -2.021 -2.069
C 0.701 -4.513 0.140
C 4.849 -1.888 -1.444
C -1.714 -1.118 3.005
C -0.487 2.264 2.736
C 3.376 -2.032 1.602
C -0.756 -0.599 -3.979
C 5.815 -1.530 -2.375
C 3.589 -1.291 -1.493
C 2.242 -5.910 -1.694
C 3.172 -3.044 2.536
C 3.960 -3.099 3.681
C 0.422 3.816 -0.289
C -2.377 -0.284 -2.232
C 0.441 -5.856 -0.098
C 0.995 -2.421 -3.908
C 3.306 -0.337 -2.470
C 5.168 -1.145 2.958
C -1.776 -1.325 -1.521
C 1.217 -6.554 -1.016
C 5.530 -0.580 -3.348
C 2.505 -4.565 -1.456
C -3.204 -0.222 1.348
C 4.381 -1.088 1.811
C -1.860 0.074 -3.461
C -0.154 -1.658 -3.303
C 1.737 -3.863 -0.532
C -0.428 -1.874 3.078
C 4.279 0.019 -3.397
C 1.591 1.017 2.541
C 4.952 -2.147 3.894
H 0.883 -2.504 -4.989
H 2.418 -3.809 2.376
H 2.333 0.132 -2.521
H 5.090 -2.621 -0.683
H 4.060 0.760 -4.155
H -3.246 0.227 -1.841
H 1.018 -7.600 -1.206
H 2.840 -6.454 -2.413
H 2.271 -0.710 3.629
H -0.375 -0.310 -4.952
H 6.288 -0.305 -4.069
H 4.578 -0.314 1.076
H -3.876 -1.077 1.380
H 5.572 -2.200 4.781
H 6.792 -1.993 -2.339
H -3.202 0.221 0.360
H -0.176 -2.109 4.113
H -2.555 -1.769 3.249
H -2.315 0.877 -4.025
H 5.954 -0.417 3.112
H -1.739 -0.247 3.662
H 1.948 -1.923 -3.715
H -0.363 -6.357 0.425
H 2.289 0.827 1.724
H 3.303 -4.078 -2.004
H -2.265 -1.732 -0.640
H -0.323 -2.905 -1.567
H -1.429 2.390 2.213
H -3.501 0.524 2.083
H 1.061 -3.428 -3.496
H 3.811 -3.895 4.400
H -0.491 -2.814 2.530
H 0.004 3.228 2.850
H 1.993 1.834 3.139
H 0.743 -0.020 4.232
H -0.652 1.814 3.714
H 0.072 -3.980 0.846

Summary:
Gap between HOMO and LUMO in eV: 7.7
DFT total energy in eV: -92282.794
HOMO level in eV: -14.09
Spin multiplicity: 1
Charge: +2

These are the Löwdin partial charges, in e, on atoms 1 to 8: Sb 1.6174; Sc 1.0061; S 0.6806; F 0.1812; F 0.2033; F 0.1780; O -0.3851; O -0.3003

=====

2.
The following is a quantum chemistry calculation of C32H37FeN4O2S as an isolated structure, from the Open Molecules 2025 dataset.

CARTESIAN COORDINATES (ANGSTROEM)
Fe 0.016 1.049 0.376
S -0.643 5.723 0.389
O -3.531 0.465 2.304
O 3.323 -0.569 2.298
N -1.970 0.304 0.580
N -0.164 3.000 0.785
N 1.973 0.375 0.661
N -0.043 0.237 2.256
C -4.610 -0.651 -2.561
C 4.762 0.388 -1.823
C 1.111 0.083 2.879
C -2.915 0.001 -0.431
C 3.702 -1.741 -1.840
C -1.221 0.321 2.846
C -3.663 -1.200 -0.399
C -2.256 2.155 -1.568
C 0.952 -2.873 -1.511
C -0.892 1.939 -2.223
C -2.187 -2.947 0.604
C -4.662 -3.205 0.823
C -3.043 0.864 -1.531
C 4.521 2.313 1.178
C 2.904 -0.020 -0.349
C 3.070 3.241 -0.665
C 1.788 -2.319 -0.358
C -0.093 0.099 4.925
C 2.813 -1.324 -0.857
C -1.291 0.265 4.229
C -2.974 3.313 -2.259
C -3.515 -2.202 0.734
C -3.881 0.521 -2.584
C 4.173 2.250 -0.310
C -4.500 -1.494 -1.468
C 2.459 -3.445 0.426
C -2.387 0.396 1.858
C 1.127 -0.011 4.263
C -0.377 4.141 0.624
C 3.909 0.845 -0.823
C 2.278 -0.054 1.904
C 4.669 -0.891 -2.337
H 0.421 -2.079 -2.040
H -2.249 0.344 4.720
H -3.967 3.458 -1.836
H 1.109 -1.800 0.328
H -4.570 -3.785 1.742
H -5.082 -2.404 -1.448
H -3.974 1.193 -3.427
H 5.353 -1.225 -3.106
H -0.114 0.047 6.006
H 3.021 -3.041 1.268
H 3.148 -4.005 -0.210
H 5.074 2.571 -0.849
H -1.017 1.661 -3.273
H 2.061 -0.166 4.783
H -2.408 4.233 -2.111
H 4.765 3.340 1.455
H 5.376 1.679 1.411
H 1.712 -4.144 0.805
H -1.349 -2.252 0.579
H 3.429 4.267 -0.551
H -0.273 2.835 -2.171
H 0.213 -3.579 -1.140
H -2.110 2.457 -0.525
H 3.690 1.989 1.795
H 1.577 -3.394 -2.238
H -3.079 3.153 -3.333
H -0.318 1.095 -1.803
H 2.212 3.129 -0.008
H -4.651 -3.913 -0.009
H -2.175 -3.533 -0.317
H -5.269 -0.905 -3.381
H 3.631 -2.752 -2.221
H -5.632 -2.708 0.835
H -2.039 -3.629 1.444
H 2.738 3.115 -1.697
H -3.514 -1.653 1.672
H 5.530 1.058 -2.190

Summary:
Gap between HOMO and LUMO (alpha / beta) in eV: 8.3 / 8.1
DFT total energy in eV: -89068.470
HOMO level (alpha / beta) in eV: -5.52 / -5.58
Spin multiplicity: 5
Charge: -1

These are the Löwdin partial charges, in e, on atoms 1 to 8: Fe 0.7813; S 0.4849; O 0.0331; O 0.0366; N 0.0319; N -0.0083; N 0.0107; N 0.0524

=====

Question: charge of number 1 (C32H37F3O6SSbSc)?
Answer: +2

=====

Repeat the first record exactly.
The following is a quantum chemistry calculation of C32H37F3O6SSbSc as an isolated structure, from the Open Molecules 2025 dataset.

CARTESIAN COORDINATES (ANGSTROEM)
Sb 2.138 -1.844 -0.098
Sc -0.169 -0.058 0.293
S -0.167 2.227 -1.112
F 1.466 3.593 0.485
F 0.740 4.637 -1.260
F -0.581 4.294 0.428
O 0.927 1.200 -0.900
O -1.853 -0.666 1.645
O -0.472 2.587 -2.442
O 0.347 1.405 1.935
O -1.266 1.643 -0.263
O 0.597 -1.097 2.464
C 1.336 -0.229 3.339
C -0.695 -2.021 -2.069
C 0.701 -4.513 0.140
C 4.849 -1.888 -1.444
C -1.714 -1.118 3.005
C -0.487 2.264 2.736
C 3.376 -2.032 1.602
C -0.756 -0.599 -3.979
C 5.815 -1.530 -2.375
C 3.589 -1.291 -1.493
C 2.242 -5.910 -1.694
C 3.172 -3.044 2.536
C 3.960 -3.099 3.681
C 0.422 3.816 -0.289
C -2.377 -0.284 -2.232
C 0.441 -5.856 -0.098
C 0.995 -2.421 -3.908
C 3.306 -0.337 -2.470
C 5.168 -1.145 2.958
C -1.776 -1.325 -1.521
C 1.217 -6.554 -1.016
C 5.530 -0.580 -3.348
C 2.505 -4.565 -1.456
C -3.204 -0.222 1.348
C 4.381 -1.088 1.811
C -1.860 0.074 -3.461
C -0.154 -1.658 -3.303
C 1.737 -3.863 -0.532
C -0.428 -1.874 3.078
C 4.279 0.019 -3.397
C 1.591 1.017 2.541
C 4.952 -2.147 3.894
H 0.883 -2.504 -4.989
H 2.418 -3.809 2.376
H 2.333 0.132 -2.521
H 5.090 -2.621 -0.683
H 4.060 0.760 -4.155
H -3.246 0.227 -1.841
H 1.018 -7.600 -1.206
H 2.840 -6.454 -2.413
H 2.271 -0.710 3.629
H -0.375 -0.310 -4.952
H 6.288 -0.305 -4.069
H 4.578 -0.314 1.076
H -3.876 -1.077 1.380
H 5.572 -2.200 4.781
H 6.792 -1.993 -2.339
H -3.202 0.221 0.360
H -0.176 -2.109 4.113
H -2.555 -1.769 3.249
H -2.315 0.877 -4.025
H 5.954 -0.417 3.112
H -1.739 -0.247 3.662
H 1.948 -1.923 -3.715
H -0.363 -6.357 0.425
H 2.289 0.827 1.724
H 3.303 -4.078 -2.004
H -2.265 -1.732 -0.640
H -0.323 -2.905 -1.567
H -1.429 2.390 2.213
H -3.501 0.524 2.083
H 1.061 -3.428 -3.496
H 3.811 -3.895 4.400
H -0.491 -2.814 2.530
H 0.004 3.228 2.850
H 1.993 1.834 3.139
H 0.743 -0.020 4.232
H -0.652 1.814 3.714
H 0.072 -3.980 0.846

Summary:
Gap between HOMO and LUMO in eV: 7.7
DFT total energy in eV: -92282.794
HOMO level in eV: -14.09
Spin multiplicity: 1
Charge: +2

These are the Löwdin partial charges, in e, on atoms 1 to 8: Sb 1.6174; Sc 1.0061; S 0.6806; F 0.1812; F 0.2033; F 0.1780; O -0.3851; O -0.3003